Record 1
{"formula": "C24H68MgO11", "method": "wB97M-V/def2-TZVPD", "molar_mass_g_mol": 557.10, "charge": 0, "e_tot_ha": -1982.97333, "elements": ["Mg", "C", "C", "C", "O", "H", "H", "H", "H", "H", "H", "H", "C", "C", "C", "O", "H", "H", "H", "H", "H", "H", "H", "C", "C", "O", "H", "H", "H", "H", "H", "H", "C", "C", "O", "H", "H", "H", "H", "H", "H", "C", "C", "O", "H", "H", "H", "H", "H", "H", "C", "C", "O", "H", "H", "H", "H", "H", "H", "C", "C", "O", "H", "H", "H", "H", "H", "H", "C", "C", "O", "H", "H", "H", "H", "H", "H", "C", "C", "O", "H", "H", "H", "H", "H", "H", "C", "C", "O", "H", "H", "H", "H", "H", "H", "C", "C", "O", "H", "H", "H", "H", "H", "H"], "coordinates": [[-0.2862, -0.6057, -0.3149], [1.6304, -2.2744, -3.1433], [0.9899, -3.1049, -1.9980], [1.8580, -4.2562, -1.4271], [0.5060, -2.2996, -0.9725], [0.9935, -1.4893, -3.5507], [1.9573, -2.8847, -3.9852], [2.5569, -1.8273, -2.7831], [0.1896, -3.6367, -2.5126], [2.2203, -4.8870, -2.2388], [1.2630, -4.8713, -0.7521], [2.7442, -3.9082, -0.8964], [1.1592, 1.5630, -3.1476], [1.5416, 1.4961, -1.6625], [2.2699, 2.7688, -1.2652], [0.4767, 1.1419, -0.8288], [0.5883, 2.4442, -3.4403], [0.5876, 0.6914, -3.4664], [2.0662, 1.5319, -3.7513], [2.2942, 0.7078, -1.6799], [2.8947, 2.5570, -0.3976], [1.6056, 3.6063, -1.0521], [2.9471, 3.1934, -2.0063], [4.8885, -1.0942, -0.1718], [5.9090, 0.0311, -0.4004], [7.1444, -0.3286, 0.2549], [5.2872, -2.0927, -0.3512], [4.1060, -0.9044, -0.9066], [4.3824, -1.0792, 0.7935], [5.5857, 0.9898, 0.0051], [6.0268, 0.1614, -1.4761], [7.3829, -1.1627, -0.1561], [1.4495, -0.0431, 3.5841], [1.4430, 0.2907, 2.0706], [0.7389, -0.7565, 1.4364], [2.1343, -0.8779, 3.7326], [0.4718, -0.2569, 4.0160], [1.8645, 0.8034, 4.1312], [2.4447, 0.3867, 1.6516], [1.0166, 1.2812, 1.9120], [1.2094, -1.5787, 1.5923], [1.3876, 4.5898, 2.2047], [0.1488, 4.0593, 2.9261], [-1.0176, 4.4145, 2.2864], [1.2311, 4.5158, 1.1285], [2.3259, 4.0807, 2.4245], [1.5583, 5.6377, 2.4517], [0.2180, 4.4622, 3.9365], [0.1923, 2.9711, 2.9699], [-0.9861, 4.1761, 1.3570], [-1.5913, -4.2741, 1.6349], [-2.7908, -3.9608, 2.5251], [-3.3634, -2.6655, 2.2854], [-1.8846, -4.2521, 0.5853], [-1.1311, -5.2540, 1.7620], [-0.8616, -3.4815, 1.8002], [-2.5768, -3.8920, 3.5917], [-3.5470, -4.7290, 2.3632], [-4.2252, -2.6996, 2.7069], [-2.2979, 5.5952, -0.9427], [-1.4383, 4.4053, -1.4114], [-1.1607, 3.6587, -0.2740], [-3.2881, 5.3089, -0.5883], [-2.4458, 6.3947, -1.6687], [-1.8627, 6.0305, -0.0432], [-0.4795, 4.7691, -1.7808], [-1.9350, 3.7990, -2.1689], [-0.5197, 3.0012, -0.5540], [1.5893, -3.8699, 3.7464], [2.0802, -4.3304, 2.3717], [2.1104, -3.1202, 1.5985], [0.5645, -3.4985, 3.7445], [2.1603, -3.0460, 4.1742], [1.6480, -4.6642, 4.4905], [1.5083, -5.0879, 1.8357], [3.0791, -4.7539, 2.4757], [1.7594, -3.2621, 0.7163], [-2.3788, -1.8476, -3.7120], [-2.6262, -1.5797, -2.2392], [-1.7794, -0.5189, -1.8198], [-1.3950, -2.2980, -3.8442], [-2.4357, -0.9611, -4.3436], [-3.0772, -2.5670, -4.1395], [-2.3421, -2.3803, -1.5562], [-3.6468, -1.2204, -2.1065], [-2.1253, 0.1877, -2.3699], [-2.2702, 0.6554, 2.8295], [-2.4170, 0.4245, 1.3274], [-1.8251, -0.7993, 0.9800], [-2.7811, 1.5472, 3.1924], [-1.2210, 0.6420, 3.1249], [-2.7807, -0.1758, 3.3158], [-1.9462, 1.2003, 0.7235], [-3.4699, 0.3910, 1.0472], [-2.1812, -1.4402, 1.5997], [-4.7622, 2.9234, -2.0209], [-4.5746, 1.5971, -2.8343], [-3.1854, 1.4655, -3.1131], [-4.4194, 3.8158, -2.5444], [-4.1952, 2.7884, -1.0998], [-5.8315, 3.0708, -1.8693], [-5.1488, 1.6300, -3.7601], [-4.9383, 0.8025, -2.1829], [-2.9440, 2.1928, -3.6913]]}

---

Record 2
{"formula": "C24H68N6O7", "method": "wB97M-V/def2-TZVPD", "molar_mass_g_mol": 552.84, "charge": 0, "e_tot_ha": -1809.70141, "elements": ["C", "C", "C", "O", "C", "N", "H", "H", "H", "H", "H", "H", "H", "H", "H", "H", "H", "H", "O", "H", "C", "C", "C", "O", "C", "N", "H", "H", "H", "H", "H", "H", "H", "H", "H", "H", "H", "C", "C", "C", "O", "C", "N", "H", "H", "H", "H", "H", "H", "H", "H", "H", "H", "H", "C", "C", "C", "O", "C", "N", "H", "H", "H", "H", "H", "H", "H", "H", "H", "H", "H", "C", "C", "C", "O", "C", "N", "H", "H", "H", "H", "H", "H", "H", "H", "H", "H", "H", "C", "C", "C", "O", "C", "N", "H", "H", "H", "H", "H", "H", "H", "H", "H", "H", "H"], "coordinates": [[-1.9736, 0.5577, -5.2355], [-1.4902, 0.5674, -3.8121], [-2.5115, 1.2777, -2.8954], [-2.7415, 2.5764, -3.3338], [-3.4951, 3.3315, -2.3708], [-1.1930, -0.7414, -3.3162], [-0.3656, -1.0664, -3.7124], [-1.0005, -0.6649, -2.1730], [-1.7976, -1.3158, -3.4420], [-2.1681, 1.6074, -5.6644], [-2.9726, 0.0170, -5.1109], [-1.2262, -0.0596, -5.8911], [-0.5188, 0.9443, -3.7388], [-2.0711, 1.5001, -1.9096], [-3.2951, 0.7501, -2.6790], [-3.2108, 3.4656, -1.2697], [-4.5029, 2.7787, -2.2328], [-3.9300, 4.2696, -2.9404], [-0.5178, -0.6309, -0.7099], [-0.6841, 0.0189, -0.0532], [3.7434, 2.0601, -1.9457], [2.2262, 1.7761, -1.7343], [1.2403, 2.6716, -2.4154], [1.4390, 3.9441, -1.7799], [0.3573, 4.8338, -2.0939], [1.8398, 0.4213, -2.1722], [3.8885, 2.9959, -1.3918], [3.9319, 2.3062, -2.9854], [4.6687, 1.3162, -1.4812], [2.1303, 1.7152, -0.7721], [0.1114, 2.4535, -2.3668], [1.6245, 2.7423, -3.4661], [0.5727, 5.8134, -1.7256], [-0.6731, 4.4934, -1.6730], [0.2252, 5.0297, -3.0509], [2.5595, -0.1346, -2.0159], [0.9911, -0.0764, -1.7603], [-2.8343, -4.0885, -0.3498], [-3.3597, -2.7828, 0.2456], [-2.7590, -2.3858, 1.5991], [-3.0756, -3.4076, 2.5839], [-2.5850, -2.9962, 3.9746], [-3.2384, -1.7111, -0.7025], [-3.5175, -4.2750, -1.2305], [-2.6483, -4.7356, 0.4640], [-1.7202, -4.0321, -0.4389], [-4.4137, -2.7878, 0.5313], [-3.0324, -1.4411, 1.9724], [-1.7815, -2.3196, 1.4730], [-3.0483, -3.4882, 4.8475], [-2.8207, -2.1361, 4.1084], [-1.6139, -3.3620, 4.1153], [-2.3903, -1.2984, -0.5674], [-3.8916, -0.7558, -0.3869], [2.8418, 0.9631, 1.9817], [2.3290, -0.5348, 2.0725], [1.1335, -0.6029, 2.7584], [1.1070, -0.0727, 4.0391], [-0.1054, 0.1723, 4.6379], [2.3253, -1.1690, 0.7508], [3.4655, 1.0303, 1.2271], [3.3402, 1.1895, 3.0253], [2.0442, 1.6948, 1.6415], [2.9999, -1.1302, 2.7861], [0.7370, -1.6199, 2.7723], [0.4574, 0.2058, 2.2454], [-0.5988, -0.6726, 4.7981], [-0.5745, 1.0543, 4.0855], [-0.0424, 0.6359, 5.7911], [2.0998, -2.0596, 0.7483], [1.6838, -0.6806, 0.2363], [2.2797, -3.9033, -1.3090], [0.9630, -4.3266, -0.6447], [0.9834, -5.8170, -0.1461], [1.3446, -6.7229, -1.1666], [1.3669, -8.0602, -0.7414], [0.5426, -3.3691, 0.3415], [3.0397, -4.0088, -0.7267], [2.0015, -2.8071, -1.8067], [2.6704, -4.6649, -2.0970], [0.2394, -4.3164, -1.5912], [0.1588, -6.0944, 0.3293], [1.5948, -6.0163, 0.8091], [1.7048, -8.8515, -1.3224], [0.3468, -8.3986, -0.6195], [1.9146, -8.1171, 0.1591], [-0.2877, -3.5610, 1.1430], [0.2655, -2.5929, -0.1420], [0.8395, 5.3764, 4.0047], [1.6021, 4.8492, 2.8328], [0.7521, 4.6598, 1.6437], [-0.1699, 3.5512, 2.0541], [-0.9710, 2.8411, 0.9084], [2.6177, 5.9548, 2.5324], [0.6033, 6.5575, 3.8173], [1.6852, 5.3992, 4.6747], [-0.0319, 4.8277, 4.2751], [2.0331, 3.9216, 3.1191], [1.2378, 4.3075, 0.9759], [0.1406, 5.4138, 1.3729], [-0.4446, 2.3260, 0.1854], [-1.5504, 3.5475, 0.3913], [-1.4912, 2.0627, 1.3591], [3.2600, 5.7369, 1.7039], [3.0349, 6.3498, 3.1653]]}

---

ΔE to the lowest compared entry with this formula, charge and spin across the listed records, respectively: 18.6 399.1 kcal per mole.
Frontier orbital gap across the listed records, respectively: 8.162 8.708 eV.